# 1
{"formula": "C2H2Cl2O2", "method": "ωB97M-V/def2-TZVPD", "de_lowest_ev": 4.590, "homo_lumo_gap_ev": [7.61, 8.48], "species": ["C", "C", "O", "O", "Cl", "Cl", "H", "H"], "positions_angstrom": [[1.63231, -0.33836, -0.61361], [-0.82423, -0.06225, 0.12750], [2.02032, -1.40771, -0.47710], [-0.72612, -0.36729, 1.40653], [-1.53453, -1.31015, -0.88719], [-1.62941, 1.45524, -0.19608], [1.84098, 0.65604, -1.07781], [-1.56777, -0.83661, 1.78668]], "nbo_charge": [0.475, 0.091, -0.418, -0.708, -0.057, -0.042, 0.183, 0.476]}

# 2
{"formula": "C2H2Cl2S2", "method": "ωB97M-V/def2-TZVPD", "de_lowest_ev": 2.683, "homo_lumo_gap_ev": 7.91, "species": ["C", "C", "S", "S", "Cl", "Cl", "H", "H"], "positions_angstrom": [[1.03472, -0.37279, 0.12531], [-0.26859, 0.14799, 0.17033], [1.37453, -1.83323, 0.57443], [-1.06278, 0.04060, -1.41498], [2.23194, 0.69566, -0.47263], [-0.27578, 1.68861, 1.01398], [-0.89955, -1.09961, 1.07182], [-2.13449, 0.73276, -1.06825]], "nbo_charge": [-0.307, -0.439, 0.207, 0.072, 0.076, 0.026, 0.228, 0.138]}

# 3
{"formula": "C2H2Cl3NO3", "method": "ωB97M-V/def2-TZVPD", "smiles": "O=[N+]([O-])OC(Cl)(Cl)CCl", "de_lowest_ev": 2.003, "homo_lumo_gap_ev": 10.68, "species": ["C", "C", "N", "O", "O", "O", "Cl", "Cl", "Cl", "H", "H"], "positions_angstrom": [[1.63008, -0.28205, -0.59620], [0.11911, -0.24096, -0.20711], [-1.77031, 0.69822, 1.34270], [-1.81309, 1.16002, 2.41171], [-2.52940, 0.42479, 0.55263], [-0.31939, 0.29536, 1.02038], [1.59593, -0.94816, -2.20449], [-0.46480, 0.98948, -1.52364], [-0.53528, -1.81643, -0.37736], [2.02778, -0.90415, 0.29667], [2.05938, 0.62388, -0.71528]], "nbo_charge": [-0.426, 0.233, 0.779, -0.274, -0.242, -0.493, 0.020, -0.113, 0.043, 0.239, 0.234]}

# 4
{"formula": "C2H2Cl4", "method": "ωB97M-V/def2-TZVPD", "de_lowest_ev": 1.144, "homo_lumo_gap_ev": 10.57, "species": ["C", "C", "Cl", "Cl", "Cl", "Cl", "H", "H"], "positions_angstrom": [[-0.50216, 0.14765, -0.83029], [0.55529, -0.07029, 0.79876], [0.65124, 0.28741, -2.08361], [-1.38723, -1.32409, -0.93075], [1.49239, 1.36879, 0.91039], [-0.51652, -0.40466, 2.15329], [-1.29604, 0.96136, -0.56949], [1.00304, -0.96617, 0.55171]], "nbo_charge": [-0.315, -0.247, 0.053, 0.012, 0.040, 0.005, 0.249, 0.202]}